1.
# C14H18MnN8OS2

A molecular structure, C14H18MnN8OS2 at a distorted geometry (wB97M-V/def2-TZVPD, the OMol25 dataset).

Summary:
Total charge = 0
Multiplicity = 2
Gap between HOMO and LUMO (spin up / spin down) = 6.74 / 6.71 eV
E_HOMO (spin up / spin down) = -6.60 / -6.57 eV
Molecular weight = 433.4 g mol⁻¹
Calculated total energy = -81769.907 eV

Positions of all 44 atoms, in Å:
H 4.06898 -0.93956 -2.86375
S -0.46229 2.56668 0.02229
C -1.01324 -3.00277 -0.78680
N -2.51085 0.33123 -0.00184
H -2.93662 -0.24020 0.71764
H 3.34406 -0.47474 3.64391
Mn -0.27094 -0.18134 0.10868
H -3.68258 3.99420 0.30855
N -2.73629 3.90418 -0.02401
H 1.18984 -2.53530 1.55008
C 3.06593 -0.70985 -3.20776
N -0.01790 -6.48837 -0.34522
H 3.52455 -0.85143 -0.66523
C -2.10264 2.70033 0.03970
C 0.57885 -3.08089 0.84380
H -3.93943 1.80789 -0.09208
C 1.51006 -0.31539 -4.97006
C 0.51172 -0.09976 -4.04898
H -2.69869 -0.04696 -0.92651
N -0.26424 -2.35033 0.10757
C -0.98048 -4.36629 -0.96833
C 0.68817 -4.44894 0.73459
C 2.49321 -0.55375 -0.85571
H -1.65696 -2.38814 -1.40547
H 1.28775 -0.23564 -6.02767
H 1.39603 -4.98296 1.35512
H -0.74804 -6.96561 -0.84212
N 2.46126 -0.35867 1.38325
C 2.07399 -0.48770 -2.23989
O -0.24434 0.00421 -1.83897
H 0.46265 -7.02239 0.35610
C -0.11116 -5.13316 -0.18552
H 1.83127 -0.31129 4.47120
N -2.96405 1.64467 0.10362
H 3.59274 -0.80593 -5.28016
H -0.49229 0.15551 -4.36519
N 2.37801 -0.19756 3.63878
C 1.72033 -0.20255 2.43831
N 1.78409 -0.26124 0.17392
C 0.74532 -0.19466 -2.65815
S -0.01035 -0.01230 2.51579
H -1.60643 -4.83083 -1.71903
H -2.14010 4.70430 0.09998
C 2.80729 -0.63310 -4.55711

These are the Mulliken partial charges, in e, on atoms 1 to 8: H 0.338; S -0.370; C -0.318; N -0.282; H 0.326; H 0.230; Mn 0.058; H 0.215



2.
# C6H11NO

A molecular structure, C6H11NO at a distorted geometry (wB97M-V/def2-TZVPD, the OMol25 dataset).

Summary:
Total charge = 0
Gap between HOMO and LUMO (spin up / spin down) = 8.14 / 8.14 eV
E_HOMO (spin up / spin down) = -8.36 / -8.36 eV
Molecular weight = 113.2 g mol⁻¹
Calculated total energy = -9933.728 eV

Positions of all 19 atoms, in Å:
H 1.52452 1.37462 -0.35141
H -0.05328 2.74567 1.00545
O 0.19637 0.17147 1.79707
H -1.39512 2.28632 -0.04341
H -0.67833 -2.27947 -1.10828
C 0.15931 0.03344 0.58612
H 2.70643 -2.33457 0.39231
H 0.21297 0.87255 -1.41560
H -0.78598 -2.50666 0.71728
H -2.17876 -0.46124 0.87715
C -0.31603 2.44512 -0.00831
C 1.22992 -1.19854 -0.03098
H 1.49904 -1.08805 -1.09505
C -0.90767 -1.85764 -0.13802
C 0.44882 1.18521 -0.39769
H -1.91745 -0.14237 -0.89862
N 1.90366 -1.85767 0.80593
H -0.06736 3.26123 -0.69015
C -1.58107 -0.64943 -0.00379

These are the Mulliken partial charges, in e, on atoms 1 to 8: H 0.399; H 0.299; O -0.620; H 0.311; H 0.305; C 0.983; H 0.259; H 0.381



3.
# C33H38N2P2SSrTe

A molecular structure, C33H38N2P2SSrTe at a distorted geometry (wB97M-V/def2-TZVPD, the OMol25 dataset).

Summary:
Total charge = 0
Gap between HOMO and LUMO = 4.46 eV
E_HOMO = -4.67 eV
Molecular weight = 771.9 g mol⁻¹
Calculated total energy = -75357.706 eV

Positions of all 78 atoms, in Å:
H -5.34493 0.85132 3.27252
C -1.64568 -3.56557 1.16570
P -2.01953 -1.12069 0.31086
C 3.49045 1.56243 3.75276
H 4.35227 -3.39961 -4.78371
C -4.35378 0.41764 3.24992
N 1.98255 -4.12226 -1.03480
H 0.39126 2.03850 -2.01551
H 0.16983 2.82514 0.43098
C 3.73848 -3.17226 -2.73431
Sr 0.39294 -1.25183 -1.05051
C -2.35387 -0.27461 4.38527
H 1.47209 3.21111 2.61912
C -1.78366 5.38570 -0.14172
C 0.18453 2.11815 1.26220
C 3.46722 -3.60886 -4.18001
C 0.99983 -3.57644 1.95753
H -2.68576 -3.57593 0.85567
C 0.18741 -4.63935 2.28667
H -1.24141 4.04432 -1.71318
C -2.53095 1.36633 -3.61236
H 5.16318 -4.77362 -2.35821
H -1.35183 6.24590 -0.63748
C -2.26524 3.01776 -0.12865
C -2.99268 4.43055 1.69768
S 1.93916 0.92242 3.10565
H -4.01164 0.68730 5.34830
H 4.17268 1.80971 2.93992
H 5.30048 -3.41840 -1.22655
P -2.31889 1.34478 -0.89180
H 5.88535 -3.24790 -2.89125
C -0.31914 1.87687 -2.82533
H -2.75300 1.21877 -5.73513
H 1.02768 0.43838 0.31225
H -0.06041 0.03515 1.63029
H -4.41022 0.01548 1.14075
C -2.40962 5.53273 1.08750
H 2.60143 -3.07646 -4.57725
H -3.50622 4.53852 2.64435
C 5.10788 -3.68881 -2.26632
C -2.07656 1.43314 -4.91924
H -0.64692 2.38769 1.91403
H 3.94195 0.78100 4.36045
C -2.93263 3.18896 1.08523
H 1.19565 -1.71860 1.02764
H 1.18326 2.13105 -4.33160
H -2.46048 6.50557 1.55933
C 0.48346 -2.51743 1.21776
H 4.50298 -1.20578 -3.16029
C -3.60880 0.31906 4.41331
N -1.06126 0.33218 -0.14479
H 3.75914 -1.33923 -1.56314
H -0.87852 -1.25857 3.20638
H 0.58850 -5.47770 2.84014
H -3.40068 2.33118 1.56612
C -0.74416 1.71792 -5.17782
H -0.38232 1.72370 -6.19693
H 2.72445 -1.29148 -3.04903
C -2.55658 -0.62650 2.00016
H 2.04670 -3.56949 2.22718
C 0.04100 0.67951 0.75692
H -1.77558 -0.37471 5.29451
H 3.32591 2.44122 4.37483
C 1.51868 2.31120 2.00511
C 0.13701 1.94130 -4.13198
C -1.14014 -4.63846 1.86773
C -3.82991 -0.05116 2.05370
H 3.25551 -4.67675 -4.22875
H -1.78590 -5.47849 2.08465
C -1.83773 -0.75634 3.19418
H 2.33374 2.44274 1.28883
Te -0.20075 -2.09880 -3.77611
C -1.71280 4.13932 -0.74897
C 2.71955 -3.74070 -1.83178
C -0.84729 -2.45471 0.84155
C -1.65634 1.59901 -2.55381
H -3.55732 1.09102 -3.40511
C 3.66696 -1.64422 -2.61218

These are the Mulliken partial charges, in e, on atoms 1 to 8: H 0.463; C -1.200; P -0.302; C -0.988; H 0.396; C -0.312; N -0.453; H 0.426



4.
# C38H61F5N2O21PS2

6 unconnected molecules or ions with the total composition C38H61F5N2O21PS2 at a distorted geometry (wB97M-V/def2-TZVPD, the OMol25 dataset).

Summary:
Total charge = -1
Gap between HOMO and LUMO = 6.99 eV
E_HOMO = -5.78 eV
Molecular weight = 1072.0 g mol⁻¹
Calculated total energy = -130922.479 eV

Positions of all 130 atoms, in Å:
H 7.73677 -4.38236 7.67062
O -2.71588 6.24408 -6.41899
H 2.70872 -4.48562 4.42887
H -4.68402 0.98219 -2.50616
H 0.36114 4.37676 0.68904
H 6.50172 -5.53371 -0.77318
C 6.57252 -0.98762 -0.95070
O 5.47760 -1.61151 -0.26340
C -2.09523 3.98926 -1.67019
H 5.57011 -6.79456 -3.38179
H -1.24660 3.89859 -2.35163
O -5.13587 3.41617 -0.95794
C -9.43278 2.86205 -1.78274
H -7.68702 2.06289 0.18376
H 8.10375 1.23622 -1.59563
H 4.44045 -4.89271 4.39322
O 3.56203 -0.81647 0.61768
H 5.80768 -2.78164 3.77795
C 0.40066 2.37442 -0.07789
C -6.10213 4.09420 2.94234
H -6.23155 4.18494 -5.96166
C 1.90118 2.04606 -0.17074
H 3.74372 2.69702 0.73607
H 2.07782 1.15785 0.42846
C -5.27700 3.68098 -6.10913
N -2.95615 -4.45106 -0.91792
H 5.44839 -7.47174 -1.76119
H 7.21490 2.42181 -0.62995
C 4.02894 -5.13817 1.65842
H 7.88197 -6.66530 8.92614
O 5.88209 -4.17696 6.79426
H -4.48415 5.88680 -7.42005
H 4.44432 -6.08917 -2.19582
O 9.78124 -5.03742 -2.64770
H -2.53892 1.95160 -2.32641
O 3.92119 -4.54366 7.83939
H -1.81204 4.91952 0.25031
H -5.76810 2.11071 0.86825
C -4.13824 4.58456 -5.71126
H -5.81105 6.08360 2.10787
C -7.23547 3.98030 1.93315
H -6.50387 3.94473 3.94478
H 5.88378 -3.52740 -1.92770
F -8.93933 0.93350 -3.07166
C 2.83882 3.14787 0.33541
H -5.40690 3.27526 2.76426
S -4.56324 -2.56565 -2.00300
C 8.60565 -5.00144 -2.47814
C 7.12481 1.49189 -1.18984
H 7.18088 0.34614 0.63119
H -4.11274 4.69509 -4.62432
C 6.48193 -4.23762 -2.49323
C 6.50760 -5.60875 -1.86217
F -9.90357 3.15165 -0.55593
C -4.11774 5.93447 -6.39140
H 8.76562 -7.01692 7.42517
F -9.32061 0.62681 -0.98989
H 3.13493 3.80579 -0.47841
C -3.06467 2.85562 -2.01786
H -4.66170 6.70059 -5.84575
H 2.38927 3.73980 1.12612
C -4.77958 1.14652 -1.42932
H 0.45950 4.28595 -1.09342
H -3.65339 3.17381 -2.88030
H -3.70678 2.25685 -0.00018
C 3.58519 -4.57119 3.79269
C 4.81232 -2.34666 3.67396
C 7.15915 -4.82502 6.85580
H -3.29210 -0.64295 -2.53701
H -5.28042 2.77433 -5.50631
S -7.68234 3.57110 -1.98321
O -4.54131 -3.74291 0.44400
H -1.92378 3.18016 0.35462
H -3.58229 0.19383 0.13087
O 3.35801 -5.54214 2.76015
P -6.47827 2.69825 -0.23578
H -0.01091 1.99855 0.85859
C -4.10559 2.49080 -0.98833
H -4.00305 -4.93031 2.06674
H 7.48180 -1.56610 -0.80716
C 0.01660 3.85136 -0.19975
C -4.24958 -0.08802 -0.68350
H -7.94730 4.78898 2.12748
H -4.32501 5.25462 2.48540
C 3.88421 -3.31847 2.99611
O -7.21748 3.17625 -3.30121
O -7.94082 4.99185 -1.85072
O 4.19193 -5.80483 0.68649
C 6.77767 -6.26480 7.13049
H -2.61749 -1.46191 -1.15693
O -6.16707 1.30447 -1.19632
C 4.64752 -0.63442 0.17254
F -10.19295 3.51528 -2.68208
N -2.82277 -5.12124 0.29869
H -7.78347 3.04432 2.09581
C -5.34155 5.42433 2.83222
H 6.33525 -0.94471 -2.01653
O 7.86938 -3.86075 -2.46641
O 7.81746 -6.07596 -2.26777
H 2.15132 1.77802 -1.19563
O 5.23159 0.57710 0.03213
H -2.53948 4.95671 -1.88922
C 5.00963 -4.90376 7.53899
H 6.14515 -4.25720 -3.53246
O -0.86677 4.97235 -6.60673
H -0.12897 1.85512 -0.88044
C 6.61808 0.38107 -0.30588
C -3.54997 -1.11766 -1.59334
H -5.27047 5.91619 3.79982
C -2.03328 5.07301 -6.40180
O -6.78638 4.13199 0.62006
O 4.49177 -3.88119 1.81565
H 4.43366 -2.08810 4.66271
C -3.77305 -4.66818 1.05154
H 2.96405 -2.81851 2.68611
H -5.11448 -0.56925 -0.23732
C 5.42440 -6.54383 -2.32989
C -3.97064 -3.65253 -0.78136
O 5.56045 -6.09161 7.88095
F -10.92392 1.11670 -2.30835
C -9.63457 1.35019 -2.04334
C 7.79194 -7.05873 7.91350
C -1.51716 3.99432 -0.23971
H 7.49032 -8.10225 7.99038
H 4.90969 -1.43135 3.09085
H 6.52007 -6.78023 6.20118
H -5.17828 3.38615 -7.15536
H 6.43118 1.66832 -2.01198
O -2.86457 4.04452 -6.13079
H 7.69232 -4.69097 5.91788

These are the Mulliken partial charges, in e, on atoms 1 to 8: H 0.342; O -0.353; H 0.350; H 0.464; H 0.370; H 0.153; C -0.584; O -0.196